{"formula": "C2H6NO2", "method": "ωB97M-V/def2-TZVPD", "symbols": ["O", "O", "N", "C", "C", "H", "H", "H", "H", "H", "H"], "xyz": [[-0.523433, -2.556903, 0.863494], [0.551345, 1.589677, -0.472088], [0.454668, -1.126377, -0.771780], [-0.951799, -1.267167, 1.368670], [-0.208048, -1.522280, 0.206042], [-1.957838, -1.048463, 1.277524], [0.429171, -0.129930, -0.905253], [0.861130, -1.720453, -1.426322], [-0.571839, -0.941098, 2.235869], [0.314505, 2.142713, 0.206421], [0.552175, 2.247483, -1.297701]], "atomic_forces_ev_per_a": [[0.18, -2.27, -0.28], [0.79, 0.22, -5.57], [-0.25, 0.62, -0.35], [-0.94, 0.37, -1.72], [-0.11, 0.40, 1.30], [-2.12, 0.06, -0.40], [0.33, 1.16, -0.17], [0.95, -1.31, -1.28], [2.01, 0.89, 3.02], [-0.91, 2.05, 2.89], [0.08, -2.20, 2.57]], "de_lowest_kcal_mol": 58.1, "total_charge": 1, "orbital_gap_ev": 12.96, "total_energy_ha": -284.71124}